1.
Computed, not measured: a structure of composition C18H34O3PdSb2, with ωB97M-V with the def2-TZVPD basis set.

Atoms and positions in Å:
Pd: 0.07259 -0.48359 0.62776
C: 2.74920 1.40963 -0.02155
O: 2.29460 0.85064 1.19441
C: 3.14780 -0.13963 1.71033
C: 2.45548 -0.74931 2.91604
O: 1.31415 -1.49968 2.53823
C: 1.51895 -2.89079 2.37088
C: 0.20545 -3.50121 1.96912
O: -0.69367 -3.47937 3.05633
C: -2.00449 -3.76551 2.62655
H: 3.66902 1.98601 0.13204
H: 1.96092 2.06263 -0.39367
H: 2.93931 0.62636 -0.76434
H: 4.11485 0.28683 2.01133
H: 3.33430 -0.91395 0.95091
H: 2.10277 0.05931 3.56007
H: 3.15796 -1.36465 3.48719
H: 1.88024 -3.33750 3.30489
H: 2.25798 -3.08493 1.58208
H: 0.36787 -4.53301 1.62451
H: -0.19120 -2.91368 1.12560
H: -2.06461 -4.75344 2.15243
H: -2.35195 -3.01139 1.91018
H: -2.64769 -3.75633 3.50409
C: -1.05826 -2.79273 -2.57230
Sb: 0.06991 -1.14230 -1.78760
C: 1.72345 -1.37312 -3.14077
C: -0.94171 0.39982 -2.93189
C: -0.41914 1.73962 -2.51475
C: 0.76253 2.20152 -3.09999
C: 1.34511 3.40176 -2.73082
C: 0.73806 4.17891 -1.75523
C: -0.44099 3.74195 -1.17604
C: -1.03998 2.53072 -1.53295
C: -2.29597 2.12525 -0.82499
Sb: -1.82482 1.13016 1.04440
C: -3.84199 0.55183 1.49339
C: -1.81269 2.92703 2.22591
H: -1.15997 -2.71398 -3.65478
H: -2.04685 -2.78930 -2.11373
H: -0.56502 -3.73351 -2.32860
H: 1.37898 -1.47664 -4.17007
H: 2.27389 -2.27085 -2.85783
H: 2.38859 -0.51409 -3.06316
H: -2.01024 0.28120 -2.76188
H: -0.74693 0.21278 -3.98934
H: 1.22497 1.59724 -3.87324
H: 2.26005 3.73076 -3.20725
H: 1.16972 5.12549 -1.45586
H: -0.92892 4.35720 -0.42755
H: -2.91850 1.44338 -1.40233
H: -2.90149 2.99983 -0.58034
H: -4.52161 1.39334 1.35779
H: -3.89963 0.20174 2.52347
H: -4.13777 -0.26338 0.83366
H: -2.69499 3.52938 2.00732
H: -0.91182 3.49941 2.00803
H: -1.80581 2.66615 3.28391

The orbital gap comes out at 7.39 eV. The energy above the lowest of the compared OMol25 structures with the same formula, charge and spin is 0.000 eV. As for the total charge: 0. The value obtained for the electronic energy is -1540.265032 a.u.

Results of the Mulliken charge analysis, in e, for atoms 1 through 6:
1. Pd 0.564
2. C -0.238
3. O -0.192
4. C -0.453
5. C -0.739
6. O -0.139

---

2.
Computed, not measured: a structure of composition C18H35AsN2PtSe4Si3, with ωB97M-V with the def2-TZVPD basis set.

Atoms and positions in Å:
Pt: -1.01301 -1.07245 -2.12731
N: 3.08399 0.20030 -2.97903
C: 2.97219 1.46742 -2.44062
C: 4.16116 2.02415 -1.95753
C: 4.12202 3.33894 -1.52848
C: 2.98872 4.11575 -1.62271
C: 1.75812 3.57556 -1.95992
C: 0.58682 4.31167 -1.95419
C: -0.55497 3.67924 -2.31809
C: -0.49136 2.29940 -2.71066
N: 0.62050 1.59520 -2.73992
C: 1.78599 2.22020 -2.36890
H: 2.22798 -0.30309 -3.11539
H: 3.81929 -0.38320 -2.57755
H: 5.08582 1.38381 -1.94297
H: 5.03650 3.76209 -1.17296
H: 3.04023 5.11595 -1.24667
H: 0.55504 5.34447 -1.52636
H: -1.49409 4.20527 -2.41937
H: -1.35782 1.77339 -3.08092
Se: -3.41226 -0.80103 -2.73696
Se: -4.01755 -2.99627 -3.37620
Se: -2.02460 -3.92169 -4.41615
Se: -0.21090 -2.59114 -3.96712
C: -1.00191 -3.07709 2.96624
Si: -0.99493 -3.16475 1.08135
C: 0.55565 -4.11794 0.53329
C: -2.66236 -3.90358 0.53580
As: -0.80853 -0.98023 0.33266
Si: -2.34849 0.38319 1.46523
C: -3.89403 -0.70463 1.82790
C: -1.58631 0.98383 3.11547
C: -2.74384 1.72702 0.27712
Si: 1.23507 -0.08306 1.08338
C: 1.51566 -0.48163 2.84482
C: 2.70781 -0.84635 0.22526
C: 1.03935 1.75985 0.87230
H: -1.35087 -4.05191 3.34381
H: -1.76406 -2.26233 3.29543
H: -0.01020 -2.84619 3.37739
H: 0.32732 -4.33311 -0.53210
H: 0.51814 -5.06827 1.05395
H: 1.49979 -3.55278 0.68232
H: -3.07610 -3.35793 -0.32062
H: -3.44080 -3.81936 1.28927
H: -2.55383 -4.92280 0.12935
H: -3.66129 -1.60206 2.45375
H: -4.29648 -1.09101 0.85328
H: -4.61433 -0.12301 2.43232
H: -1.58813 0.12237 3.80006
H: -2.25452 1.67562 3.65501
H: -0.63401 1.51294 3.05356
H: -2.86790 1.31275 -0.73805
H: -1.92049 2.45743 0.20196
H: -3.58791 2.36687 0.60319
H: 1.55470 -1.57428 3.09782
H: 0.78190 -0.01719 3.54487
H: 2.48588 -0.11937 3.16211
H: 3.05867 -1.69436 0.77198
H: 3.52254 -0.09106 0.12054
H: 2.56599 -1.27552 -0.79572
H: 1.93909 2.23214 1.33932
H: 0.12418 2.14150 1.36291
H: 0.96177 2.14229 -0.11259

The orbital gap (spin up / spin down) comes out at 6.73 / 5.17 eV. The spin multiplicity is 3. The energy above the lowest of the compared OMol25 structures with the same formula, charge and spin is 0.681 eV. As for the total charge: 0. The value obtained for the electronic energy is -13645.805748 a.u.

Results of the Mulliken charge analysis, in e, for atoms 1 through 6:
1. Pt 1.107
2. N -0.455
3. C 0.051
4. C -0.469
5. C -0.881
6. C -1.045

---

3.
Computed, not measured: a structure of composition C18H35BaO3S5Sb, with ωB97M-V with the def2-TZVPD basis set.

Atoms and positions in Å:
Ba: 0.29717 1.55932 -1.78234
C: 2.26163 -1.65921 -0.27215
O: 1.14476 -1.64563 -1.15105
C: 1.40767 -2.36094 -2.34022
C: 0.21845 -2.24128 -3.27296
O: -0.01394 -0.92442 -3.74286
C: 0.66706 -0.53527 -4.92380
C: 2.14989 -0.23039 -4.73672
O: 2.32816 0.44939 -3.52006
C: 3.66393 0.92812 -3.35380
H: 2.49931 -2.68335 0.03593
H: 2.00302 -1.06107 0.59994
H: 3.14125 -1.21660 -0.75047
H: 1.57089 -3.42366 -2.11618
H: 2.31398 -1.96679 -2.81212
H: -0.68011 -2.52065 -2.71961
H: 0.35356 -2.93056 -4.11329
H: 0.15754 0.37142 -5.25499
H: 0.55818 -1.30332 -5.69673
H: 2.47361 0.39143 -5.57984
H: 2.75475 -1.14638 -4.75010
H: 3.91136 1.66187 -4.12426
H: 4.37604 0.09497 -3.40208
H: 3.72255 1.40218 -2.37932
S: 2.94722 7.31251 1.99584
C: 2.78728 6.01626 1.00302
S: 2.86769 4.37561 1.55513
C: 2.58013 3.58002 0.00969
C: 2.35759 4.39945 -1.04866
S: 1.94572 3.93893 -2.66133
S: 2.43239 6.12684 -0.68858
S: 2.54363 1.84921 0.00447
C: -3.99379 -0.47587 3.10855
C: -3.32652 0.56633 2.22057
C: -4.27660 1.03392 1.12052
Sb: -1.40718 -0.02983 1.29958
C: -1.51710 -2.22236 1.11269
C: -1.63087 -3.01637 2.40748
C: -2.63741 -2.54682 0.12704
C: -0.10722 0.31558 3.03438
C: -0.67514 -0.17744 4.36036
C: 0.17290 1.81453 3.09115
H: -4.89004 -0.04843 3.56985
H: -3.33915 -0.81391 3.91068
H: -4.31291 -1.34168 2.52539
H: -3.04200 1.42828 2.83107
H: -4.58435 0.19725 0.48820
H: -3.81859 1.79221 0.48284
H: -5.17967 1.46724 1.56016
H: -0.55946 -2.45388 0.63929
H: -2.50735 -2.72634 2.98455
H: -0.74414 -2.88305 3.02752
H: -1.72057 -4.08470 2.18399
H: -3.61945 -2.36648 0.57024
H: -2.59471 -3.59903 -0.16939
H: -2.55963 -1.93655 -0.77696
H: 0.81830 -0.22024 2.80542
H: -1.55963 0.39864 4.63976
H: 0.06823 -0.03674 5.15027
H: -0.93969 -1.23465 4.33710
H: -0.75348 2.38226 3.22501
H: 0.66849 2.16326 2.18593
H: 0.82637 2.04686 3.93627

The orbital gap comes out at 5.59 eV. The energy above the lowest of the compared OMol25 structures with the same formula, charge and spin is 0.000 eV. As for the total charge: 0. The value obtained for the electronic energy is -3189.240102 a.u.

Results of the Mulliken charge analysis, in e, for atoms 1 through 6:
1. Ba 1.116
2. C -0.559
3. O 0.191
4. C -0.418
5. C -0.722
6. O -0.274